No. 1
{"formula": "C3H4N2O", "method": "the ωB97M-V functional and the def2-TZVPD basis", "elements": ["H", "C", "C", "N", "O", "H", "N", "C", "H", "H"], "coordinates": [[-1.34097, 1.41156, -0.57970], [-0.08001, -1.26094, 0.71178], [1.48017, 0.09093, -0.71807], [0.86401, -0.10337, 0.52648], [0.90329, 0.55206, -1.67894], [-2.12445, 1.09834, 0.87730], [-1.64693, 0.70453, 0.07564], [-0.63502, -0.16239, 0.36708], [0.01034, -2.24435, 1.13390], [2.56957, -0.08637, -0.71546]], "lumo_energy_ev": 0.89, "homo_lumo_gap_ev": 9.43, "smiles": "NC1=CN1C=O", "homo_energy_ev": -8.544, "multiplicity": 1, "de_lowest_kcal_mol": 91.19}

No. 2
{"formula": "C3H4N2O", "method": "the ωB97M-V functional and the def2-TZVPD basis", "elements": ["O", "H", "C", "C", "N", "N", "C", "H", "H", "H"], "coordinates": [[2.20085, -0.45498, 0.06817], [-1.55279, 1.92174, 0.00383], [0.89087, -0.10884, 0.04240], [-0.85880, 1.09097, 0.02115], [-1.27426, -0.19656, 0.08274], [0.45327, 1.18327, 0.00032], [-0.14726, -0.99373, 0.08621], [2.68320, 0.14927, -0.50307], [-2.22702, -0.52093, 0.07513], [-0.16807, -2.07020, 0.12311]], "lumo_energy_ev": 0.92, "homo_lumo_gap_ev": 9.33, "smiles": "Oc1c[nH]cn1", "homo_energy_ev": -8.406, "multiplicity": 1, "de_lowest_kcal_mol": 11.76}

No. 3
{"formula": "C3H4N2O", "method": "the ωB97M-V functional and the def2-TZVPD basis", "elements": ["O", "C", "C", "H", "N", "N", "H", "C", "H", "H"], "coordinates": [[0.18312, -1.05520, 0.01503], [0.97586, 0.01549, 0.00105], [-0.22009, 1.30008, 0.00893], [-1.69802, -1.09042, 0.87846], [2.20199, 0.19033, -0.00996], [-1.33165, 0.73346, -0.00814], [2.78029, -0.64477, -0.00962], [-1.20299, -0.68318, -0.00988], [-1.66924, -1.11325, -0.90561], [-0.01926, 2.34745, 0.03972]], "lumo_energy_ev": [0.96, -3.39], "homo_lumo_gap_ev": [6.55, 6.90], "homo_energy_ev": [-5.591, -10.295], "multiplicity": 3, "s_squared": 2.01, "de_lowest_kcal_mol": 24.21}

No. 4
{"formula": "C3H4N2O2", "method": "the ωB97M-V functional and the def2-TZVPD basis", "elements": ["H", "C", "C", "N", "C", "H", "H", "O", "N", "H", "O"], "coordinates": [[0.30856, -1.57019, 0.97954], [1.60647, 0.02152, -0.05673], [-0.18014, 1.34594, -0.00525], [1.08949, 1.34649, -0.13558], [0.35058, -0.94742, 0.06849], [0.14064, -1.35090, -0.90534], [-2.43200, -0.52015, 0.31230], [2.72965, -0.27571, -0.19824], [-0.72000, 0.11466, 0.25416], [-1.00226, 2.06346, 0.11939], [-1.89098, -0.22769, -0.43274]], "lumo_energy_ev": 0.25, "homo_lumo_gap_ev": 10.07, "smiles": "O=C1CN(O)C=N1", "homo_energy_ev": -9.822, "multiplicity": 1, "de_lowest_kcal_mol": 86.85}

No. 5
{"formula": "C3H4N2O2", "method": "the ωB97M-V functional and the def2-TZVPD basis", "elements": ["C", "O", "N", "H", "N", "C", "C", "H", "H", "O", "H"], "coordinates": [[1.04450, 0.14583, 0.59774], [-0.88692, -2.54489, 1.33459], [-0.84765, -0.73725, -0.13600], [1.46115, 1.20582, 0.40296], [0.18295, 1.52230, -0.92248], [0.13552, 0.23989, -0.34823], [-0.39674, -1.53164, 0.91603], [-1.41145, -1.18702, -0.84023], [-0.45923, 2.19131, -0.52935], [0.77452, -0.94722, 1.41585], [0.40334, 1.64288, -1.89088]], "lumo_energy_ev": 0.57, "homo_lumo_gap_ev": 9.43, "smiles": "Nc1coc(=O)[nH]1", "homo_energy_ev": -8.857, "multiplicity": 1, "de_lowest_kcal_mol": 72.82}

No. 6
{"formula": "C3H4N2O2", "method": "the ωB97M-V functional and the def2-TZVPD basis", "elements": ["N", "N", "H", "C", "H", "O", "H", "C", "H", "C", "O"], "coordinates": [[-0.09043, -0.65758, 0.09194], [-0.35894, 0.81165, -0.16272], [1.84845, -0.94748, 0.78009], [-0.90672, -0.23660, -0.91279], [-1.45970, 2.42977, 0.55167], [-1.09783, 1.06223, 2.01969], [1.76124, -0.43219, -0.93180], [1.29474, -1.04898, -0.15480], [1.29430, -2.09808, -0.46015], [-1.04495, 1.46829, 0.89481], [-1.63386, -0.51702, -1.80798]], "lumo_energy_ev": 0.76, "homo_lumo_gap_ev": 11.38, "smiles": "CN1C(=O)N1C=O", "homo_energy_ev": -10.612, "multiplicity": 1, "de_lowest_kcal_mol": 86.86}

No. 7
{"formula": "C3H4N2O2", "method": "the ωB97M-V functional and the def2-TZVPD basis", "elements": ["N", "H", "N", "H", "C", "C", "O", "H", "O", "C", "H"], "coordinates": [[-0.61101, -0.61908, 0.62836], [-0.36321, 0.82668, 2.59525], [1.02017, 0.71517, -0.05282], [0.76620, 0.44829, -2.19582], [-0.52084, -0.65423, -0.73933], [0.47596, 0.14547, -1.20656], [-1.39473, -1.39541, -1.45400], [-1.94724, -1.82991, -0.78951], [0.52112, 0.71136, 2.22534], [0.31479, 0.23396, 0.98406], [1.73879, 1.41770, 0.00501]], "lumo_energy_ev": 0.71, "homo_lumo_gap_ev": 8.76, "smiles": "Oc1c[nH]c(O)n1", "homo_energy_ev": -8.049, "multiplicity": 1, "de_lowest_kcal_mol": 30.59}

No. 8
{"formula": "C3H4N2O2", "method": "the ωB97M-V functional and the def2-TZVPD basis", "elements": ["N", "O", "C", "O", "C", "H", "H", "N", "H", "C", "H"], "coordinates": [[-0.61954, -0.29990, 0.24895], [-1.19125, -1.56375, 0.48508], [0.73327, -0.17443, 0.19584], [1.49651, -1.05728, 0.59486], [-1.22001, 0.77455, -0.38369], [1.92182, 1.44718, -0.41646], [-0.28903, -1.95631, 0.75565], [0.98251, 0.99460, -0.45398], [-0.22026, 2.57424, -1.19168], [-0.20638, 1.59588, -0.76889], [-2.23673, 0.86424, -0.61151]], "lumo_energy_ev": 0.79, "homo_lumo_gap_ev": 9.05, "smiles": "O=c1[nH]ccn1O", "homo_energy_ev": -8.259, "multiplicity": 1, "de_lowest_kcal_mol": 67.83}

No. 9
{"formula": "C3H4N2O2", "method": "the ωB97M-V functional and the def2-TZVPD basis", "elements": ["H", "H", "C", "C", "H", "N", "O", "H", "O", "N", "C"], "coordinates": [[1.22125, 1.78554, -0.09587], [0.24258, -1.37120, 1.74946], [0.12391, -0.43575, 1.18661], [-0.14927, -0.41752, -0.30553], [-0.50451, -1.51961, -1.95388], [-0.12905, -1.58677, -1.01726], [-0.52008, 2.81601, 0.20925], [-0.29105, -2.46804, -0.55511], [0.21356, 0.61768, 1.76537], [-0.32511, 0.72103, -0.84747], [0.11777, 1.85862, -0.13557]], "lumo_energy_ev": -0.60, "homo_lumo_gap_ev": 8.95, "smiles": "N/C(C=O)=N/C=O", "homo_energy_ev": -9.543, "multiplicity": 1, "de_lowest_kcal_mol": 55.03}

No. 10
{"formula": "C3H4N2O2", "method": "the ωB97M-V functional and the def2-TZVPD basis", "elements": ["C", "H", "N", "O", "H", "N", "C", "O", "H", "C", "H"], "coordinates": [[-1.62634, -1.43408, -0.24254], [1.00366, 0.43759, 2.41432], [1.11531, 1.04949, 0.10598], [0.27986, -0.09979, 2.00411], [-2.51042, -0.92425, -0.56576], [0.88613, 1.05706, -1.14596], [-0.49873, -0.43264, -0.26960], [-0.06750, 0.14669, -1.44368], [-1.50325, -2.25414, -0.95574], [0.29496, 0.10066, 0.69323], [-1.71830, -1.78385, 0.81702]], "lumo_energy_ev": 0.68, "homo_lumo_gap_ev": 9.96, "smiles": "Cc1onnc1O", "homo_energy_ev": -9.280, "multiplicity": 1, "de_lowest_kcal_mol": 76.23}

No. 11
{"formula": "C3H4N2O2", "method": "the ωB97M-V functional and the def2-TZVPD basis", "elements": ["C", "N", "H", "H", "O", "N", "H", "H", "C", "O", "C"], "coordinates": [[-0.03805, 0.72335, -0.35982], [0.11544, 1.32716, 0.77448], [-1.62581, 1.52369, -1.60512], [-0.58051, 0.30342, -2.53241], [0.26557, -0.93192, 1.11481], [0.13016, 0.58535, 1.77769], [0.33180, -2.55669, -0.25832], [0.07640, 1.99366, -2.28855], [0.15779, -0.71072, -0.03697], [0.07561, -1.75142, -0.83709], [-0.56150, 1.12321, -1.83695]], "lumo_energy_ev": 0.40, "homo_lumo_gap_ev": 9.08, "smiles": "Cc1nnoc1O", "homo_energy_ev": -8.683, "multiplicity": 1, "de_lowest_kcal_mol": 108.07}

No. 12
{"formula": "C3H4N2O2", "method": "the ωB97M-V functional and the def2-TZVPD basis", "elements": ["N", "H", "C", "H", "C", "C", "H", "O", "H", "O", "N"], "coordinates": [[2.80678, -0.69345, 0.91107], [1.39192, 2.31687, -0.99480], [-0.13672, 0.04804, -0.69312], [0.19972, 1.15922, 1.14357], [1.92585, -0.04350, 0.59486], [0.77875, 0.83006, 0.32527], [-1.06208, -1.63019, -0.84677], [-0.34544, 0.31143, -1.85748], [-0.26245, -1.64371, 0.66412], [1.22709, 2.16813, -0.08244], [-0.70041, -1.05785, -0.04155]], "lumo_energy_ev": 0.55, "homo_lumo_gap_ev": 11.49, "smiles": "N#C[C@@H](O)C(N)=O", "homo_energy_ev": -10.942, "multiplicity": 1, "de_lowest_kcal_mol": 49.80}

No. 13
{"formula": "C3H4N2O2S", "method": "the ωB97M-V functional and the def2-TZVPD basis", "elements": ["C", "H", "O", "H", "C", "S", "O", "N", "H", "C", "N", "H"], "coordinates": [[-0.47779, 1.75211, 0.96945], [-0.70686, -1.65245, -0.93155], [-1.83096, -1.34930, 1.04102], [-0.78296, 0.38007, 2.43942], [0.97218, -0.37941, -0.86487], [1.66501, -0.87130, -2.18996], [-0.47844, 2.74218, 1.63801], [-0.31326, -0.76243, -0.50230], [1.49965, 0.12662, -0.02821], [-0.93828, -0.61907, 0.72772], [-0.40964, 0.42040, 1.53990], [-0.45134, 1.81594, -0.12958]], "lumo_energy_ev": -0.47, "homo_lumo_gap_ev": 9.01, "smiles": "O=CNC(=O)NC=S", "homo_energy_ev": -9.480, "multiplicity": 1, "de_lowest_kcal_mol": 14.21}

No. 14
{"formula": "C3H4N2O2S", "method": "the ωB97M-V functional and the def2-TZVPD basis", "elements": ["C", "O", "H", "H", "N", "C", "S", "N", "C", "O", "H", "H"], "coordinates": [[-1.19524, 0.15797, -0.05750], [1.21889, 1.57723, 0.41821], [-1.86623, -1.75492, 0.69478], [-3.04968, -0.50889, -0.44250], [-1.99531, -0.95117, -0.18152], [1.20064, 0.41239, 0.31494], [3.82891, 0.02440, -0.30556], [-1.67767, 1.31713, -0.44966], [2.34459, -0.42669, 0.06242], [0.05802, -0.35103, 0.21676], [2.15456, -1.54033, 0.28896], [-1.02149, 2.04393, -0.55932]], "lumo_energy_ev": -1.71, "homo_lumo_gap_ev": 7.89, "smiles": "[H]/N=C(/N)OC(=O)C=S", "homo_energy_ev": -9.597, "multiplicity": 1, "de_lowest_kcal_mol": 67.06}

No. 15
{"formula": "C3H4N2O2S", "method": "the ωB97M-V functional and the def2-TZVPD basis", "elements": ["H", "C", "N", "H", "H", "N", "O", "O", "H", "C", "S", "C"], "coordinates": [[-0.42874, -1.16253, 0.08376], [0.74571, 0.51213, -0.08091], [-0.46974, -0.14554, 0.03167], [1.75192, 2.10941, -0.36009], [2.95271, 0.92297, 0.69704], [0.81930, 1.77868, -0.21306], [1.75423, -1.63708, -0.27601], [3.09089, 0.01895, 0.32016], [-1.58301, 1.54683, -0.10901], [1.90479, -0.47778, -0.01565], [-3.10899, -0.30491, 0.07657], [-1.67664, 0.46148, -0.00682]], "lumo_energy_ev": -0.78, "homo_lumo_gap_ev": 8.18, "smiles": "[H]/N=C(/NC=S)C(=O)O", "homo_energy_ev": -8.965, "multiplicity": 1, "de_lowest_kcal_mol": 16.90}

No. 16
{"formula": "C3H4N2O2S2", "method": "the ωB97M-V functional and the def2-TZVPD basis", "elements": ["H", "H", "S", "C", "N", "S", "O", "C", "O", "H", "H", "C", "N"], "coordinates": [[-0.80773, 1.82770, -0.23576], [1.49613, -0.24067, 1.22420], [-5.16043, 0.41109, 0.45878], [-0.23136, 0.32974, 0.38439], [0.54464, -0.50771, 1.03226], [-4.42728, -1.43372, -0.01806], [0.09685, 1.52367, 0.07021], [-1.51695, 0.00343, 0.14609], [-2.41522, 2.04404, -0.73599], [0.23918, -1.42001, 1.29894], [-1.78010, -1.06694, 0.50562], [-2.48247, 0.86941, -0.37472], [-4.02869, 0.12549, -0.73555]], "lumo_energy_ev": 0.02, "homo_lumo_gap_ev": 8.31, "smiles": "N/C(O)=C/C(=O)n1ss1", "homo_energy_ev": -8.286, "multiplicity": 1, "de_lowest_kcal_mol": 61.23}

No. 17
{"formula": "C3H4N2O3", "method": "the ωB97M-V functional and the def2-TZVPD basis", "elements": ["H", "H", "C", "C", "C", "N", "O", "H", "O", "N", "O", "H"], "coordinates": [[2.04250, 0.76982, -0.66683], [1.51600, -1.30150, 1.01586], [-2.10189, -0.13655, -0.07631], [-0.06002, -0.10850, -0.06021], [1.29921, -0.68330, 0.04707], [-0.31072, 1.14494, -0.09742], [-1.73432, 1.13927, -0.08839], [-0.01301, 1.71448, 0.63920], [-3.28221, -0.47784, 0.24820], [-1.02117, -0.88972, -0.33110], [2.38801, 0.19138, 0.13866], [1.27761, -1.36248, -0.76873]], "lumo_energy_ev": 0.13, "homo_lumo_gap_ev": 10.60, "homo_energy_ev": -10.468, "multiplicity": 1, "de_lowest_kcal_mol": 82.59}

No. 18
{"formula": "C3H4N2O3", "method": "the ωB97M-V functional and the def2-TZVPD basis", "elements": ["C", "H", "H", "N", "O", "N", "O", "C", "H", "H", "O", "C"], "coordinates": [[0.45248, -0.58590, 0.15442], [-1.68155, 2.05898, 0.90410], [-2.71095, 0.45668, -0.09372], [-0.64958, 0.20443, -0.08762], [2.44996, -1.22209, 0.19239], [1.62777, -0.03533, -0.29089], [-2.17004, -1.60527, -0.15302], [-1.91990, -0.40407, 0.02194], [3.24998, -0.89184, -0.17221], [0.41272, -1.69941, 0.48161], [0.49911, 2.16432, -0.22454], [-0.59087, 1.68932, 0.32550]], "lumo_energy_ev": -0.51, "homo_lumo_gap_ev": 8.96, "smiles": "O=CN(C=O)/C=N/O", "homo_energy_ev": -9.474, "multiplicity": 1, "de_lowest_kcal_mol": 132.67}

No. 19
{"formula": "C3H4N2O3", "method": "the ωB97M-V functional and the def2-TZVPD basis", "elements": ["O", "H", "H", "C", "N", "H", "N", "C", "C", "O", "O", "H"], "coordinates": [[1.39250, 0.20237, -0.73864], [-0.95699, 1.80523, 0.46144], [-2.68438, -1.54172, -0.39116], [0.14920, 0.59676, -0.15235], [-0.71966, -0.53829, -0.25568], [3.32275, -0.10453, -0.45069], [-0.01722, 1.80905, 0.10709], [-2.08438, -0.58836, 0.02054], [2.33715, -0.16558, 0.11558], [-2.53978, 0.29051, 0.78224], [2.22130, -0.36068, 1.28801], [-0.42050, -1.40477, -0.78637]], "lumo_energy_ev": 0.37, "homo_lumo_gap_ev": 11.15, "smiles": "[H]/N=C(\\NC=O)OC=O", "homo_energy_ev": -10.778, "multiplicity": 1, "de_lowest_kcal_mol": 30.60}

No. 20
{"formula": "C3H4N2O3", "method": "the ωB97M-V functional and the def2-TZVPD basis", "elements": ["O", "H", "O", "H", "C", "C", "H", "O", "N", "C", "N", "H"], "coordinates": [[-1.13606, 1.98874, 1.41417], [-0.70235, 2.73974, 1.03399], [0.18113, 1.14657, -0.15888], [1.72461, -0.44174, -2.19950], [-0.79169, 0.88864, 0.74537], [-0.32284, -1.17568, -0.08241], [2.07173, -1.05908, -0.65333], [-0.16064, -2.33663, -0.41782], [1.66454, -0.35476, -1.19942], [-1.07410, -0.45293, 0.90172], [0.33265, -0.06276, -0.94651], [-1.78700, -0.88012, 1.56261]], "lumo_energy_ev": 0.49, "homo_lumo_gap_ev": 9.97, "smiles": "Nn1oc(O)cc1=O", "homo_energy_ev": -9.474, "multiplicity": 1, "de_lowest_kcal_mol": 71.58}

Computed values of total energy (unit: a.u.) for the preceding records, in sequence: -301.34191 -301.46848 -301.25148 -376.62539 -376.64776 -376.62538 -376.71505 -376.65570 -376.67609 -376.64232 -376.59158 -376.68444 -774.90413 -774.81992 -774.89985 -1172.99281 -451.84813 -451.76832 -451.93098 -451.86568.